Entry 1:
# C28H56O7

A 7-piece molecular cluster, C28H56O7 overall at a distorted geometry (the ωB97M-V functional and the def2-TZVPD basis, OMol25).

The value obtained for the lowest unoccupied orbital energy is 0.014 hartree. Its total charge is 0. For the largest force on an atom, the calculation gives 3.114 eV Å⁻¹. For the relative energy (zero: lowest compared OMol25 entry of this formula, charge and spin), the calculation gives 86.4 kcal/mol. For the highest occupied orbital energy, the calculation gives -9.45 eV. As for the structure (SMILES): C1CCOC1.C1CCOC1.C1CCOC1.C1CCOC1.C1CCOC1.C1CCOC1.C1CCOC1.

Each line ends with the Löwdin charge.
Positions of all 91 atoms, in Å:
C1 6.435553 -5.547001 -0.198831  -0.20
C2 5.743416 -6.728691 -0.764030  -0.20
C3 6.718783 -7.912866 -0.572717  -0.16
O1 7.987866 -7.242438 -0.310686  -0.17
C4 7.913381 -5.799234 -0.446543  -0.18
H1 6.200880 -5.533565 0.865516  0.12
H2 6.160922 -4.618684 -0.699724  0.11
H3 5.611268 -6.545784 -1.830429  0.11
H4 4.744454 -7.003309 -0.425264  0.11
H5 6.892929 -8.314829 -1.570809  0.11
H6 6.348641 -8.657806 0.131676  0.11
H7 8.217202 -5.511507 -1.453028  0.12
H8 8.521566 -5.319477 0.320301  0.12
C5 -7.556888 -1.178078 -4.619729  -0.13
C6 -7.905909 -0.115950 -5.736428  -0.15
C7 -9.307699 0.376056 -5.358020  -0.20
O2 -9.907274 -0.689090 -4.647445  -0.14
C8 -8.959491 -1.421357 -3.971936  -0.24
H9 -6.951827 -0.645782 -3.885782  0.09
H10 -7.121518 -2.146204 -4.867209  0.10
H11 -7.849663 -0.617145 -6.702730  0.10
H12 -7.030709 0.528989 -5.657720  0.10
H13 -9.804260 0.714154 -6.267529  0.12
H14 -9.293703 1.239289 -4.692645  0.11
H15 -9.343438 -2.439659 -4.033216  0.12
H16 -9.003302 -1.074475 -2.939533  0.11
C9 -1.804478 -1.271277 9.611074  -0.19
C10 -1.449564 -0.399480 8.464787  -0.20
C11 -0.471727 0.585889 9.074840  -0.16
O3 0.206753 -0.122916 10.172046  -0.15
C12 -0.516262 -1.300425 10.492631  -0.20
H17 -2.117961 -2.302530 9.448744  0.11
H18 -2.694311 -0.821734 10.051771  0.11
H19 -2.399223 0.010212 8.120673  0.11
H20 -1.050646 -0.872409 7.567402  0.11
H21 -0.926284 1.450491 9.558501  0.12
H22 0.207691 0.943368 8.301079  0.11
H23 -0.749522 -1.407738 11.551961  0.11
H24 0.072328 -2.164121 10.183294  0.11
C13 -0.027147 -1.387269 -9.001638  -0.17
C14 1.220267 -0.767989 -8.341604  -0.15
C15 1.230690 0.686550 -8.857311  -0.20
O4 0.346071 0.658160 -9.973993  -0.20
C16 -0.743094 -0.258210 -9.749098  -0.17
H25 -0.724723 -1.646428 -8.205206  0.10
H26 0.138091 -2.244028 -9.654913  0.11
H27 2.045153 -1.363459 -8.732860  0.11
H28 1.191197 -0.657420 -7.257627  0.11
H29 2.227543 1.029500 -9.134374  0.12
H30 0.850189 1.438513 -8.166018  0.11
H31 -1.143644 -0.472614 -10.739895  0.12
H32 -1.312776 0.439112 -9.134864  0.12
C17 6.370063 3.521259 7.310407  -0.16
C18 6.898045 2.124912 6.941292  -0.17
C19 7.235653 2.161677 5.457158  -0.20
O5 6.540372 3.328523 4.991597  -0.17
C20 6.461279 4.336109 6.029540  -0.18
H33 7.116279 3.755573 8.069590  0.10
H34 5.368851 3.378453 7.716959  0.11
H35 5.988858 1.526419 6.998548  0.10
H36 7.680579 1.612222 7.500657  0.11
H37 6.775129 1.342686 4.904655  0.12
H38 8.268016 2.315518 5.143034  0.11
H39 5.555003 4.884445 5.772469  0.12
H40 7.277263 5.058033 6.062850  0.11
C21 0.202028 -0.904346 -0.633328  -0.16
C22 0.840290 -0.659662 0.766757  -0.14
C23 1.940115 0.371854 0.377341  -0.21
O6 1.388300 1.167927 -0.659035  -0.16
C24 0.168345 0.533993 -1.187508  -0.17
H41 -0.826146 -1.259873 -0.700905  0.10
H42 0.754712 -1.630094 -1.229926  0.11
H43 1.348589 -1.529857 1.182067  0.10
H44 0.131866 -0.345944 1.533444  0.10
H45 2.768208 -0.208153 -0.030047  0.10
H46 2.464849 1.100562 0.995181  0.12
H47 0.225474 0.546759 -2.275944  0.11
H48 -0.728283 1.069210 -0.874931  0.11
C25 -4.506032 5.568106 -1.863931  -0.19
C26 -5.861227 5.037489 -2.000973  -0.20
C27 -6.189320 4.381807 -0.671798  -0.17
O7 -5.451764 5.247238 0.205902  -0.15
C28 -4.227703 5.640878 -0.348550  -0.20
H49 -4.242189 6.433584 -2.471724  0.11
H50 -3.868517 4.799253 -2.300431  0.10
H51 -5.872220 4.279270 -2.783978  0.11
H52 -6.540601 5.874813 -2.160444  0.12
H53 -5.849498 3.359115 -0.508278  0.12
H54 -7.257708 4.416508 -0.458615  0.12
H55 -3.332174 5.101157 -0.040581  0.11
H56 -4.080577 6.685278 -0.073436  0.11

Cartesian forces (eV/Å) of the 2 atoms listed first:
C -0.037 1.080 0.561
C -0.647 -1.325 -1.398

Entry 2:
# C29H27CoN10O3S2

C29H27CoN10O3S2 as an isolated structure at a distorted geometry (the ωB97M-V functional and the def2-TZVPD basis, OMol25).

The value obtained for the lowest unoccupied orbital energy (spin up / spin down) is 0.052 / 0.052 hartree. The multiplicity is 2. Its total charge is -1. For the largest force on an atom, the calculation gives 1.057 eV Å⁻¹. For the highest occupied orbital energy (spin up / spin down), the calculation gives -2.74 / -2.76 eV.

Each line ends with the Löwdin charge.
Positions of all 72 atoms, in Å:
Co1 -3.048711 0.921850 1.605002  0.10
C1 -0.694260 -3.779071 1.160734  -0.08
N1 -0.891798 -2.413871 1.585989  -0.13
C2 -1.352931 -1.347800 0.916077  -0.14
N2 -1.365525 -0.300891 1.732327  0.01
C3 -0.850636 -0.785125 2.887755  -0.19
N3 -0.552848 -2.056166 2.840080  0.13
C4 0.706649 -4.183549 0.710565  -0.17
C5 1.061164 -5.501277 0.984478  -0.04
C6 2.327300 -5.971772 0.696169  -0.07
C7 3.264651 -5.139863 0.133835  -0.03
C8 2.922896 -3.830698 -0.202505  -0.13
C9 1.628631 -3.347435 0.083942  0.05
C10 3.945766 -3.009527 -0.822960  -0.28
N4 5.218615 -3.250295 -0.875325  0.10
N5 5.808551 -2.208039 -1.513791  0.11
C11 4.870802 -1.396004 -1.876309  -0.28
O1 3.645617 -1.842309 -1.455230  0.13
C12 4.955082 -0.146526 -2.609425  -0.13
C13 6.110954 0.627078 -2.610134  -0.02
C14 6.086001 1.876466 -3.203398  -0.07
C15 4.928787 2.358706 -3.791100  -0.04
C16 3.783735 1.567756 -3.851481  -0.18
C17 2.551881 2.138348 -4.510906  -0.08
N6 1.388976 1.284300 -4.498203  -0.14
C18 0.763563 0.676356 -3.478576  -0.16
N7 -0.271729 -0.002622 -3.931166  0.08
C19 -0.254442 0.251136 -5.259817  -0.23
N8 0.732675 1.022295 -5.650767  0.09
C20 3.813074 0.314892 -3.273234  0.03
H1 -1.421448 -3.998710 0.376952  0.14
H2 -0.938997 -4.385532 2.031333  0.12
H3 -1.708680 -1.343846 -0.101387  0.14
H4 -0.717084 -0.180461 3.768256  0.12
H5 0.337405 -6.153320 1.458236  0.11
H6 2.580936 -6.999041 0.924071  0.11
H7 4.267868 -5.480443 -0.083822  0.11
H8 1.384804 -2.320096 -0.152824  0.12
H9 6.995382 0.259490 -2.107648  0.12
H10 6.973909 2.495322 -3.194238  0.11
H11 4.910412 3.356488 -4.213221  0.12
H12 2.741325 2.345888 -5.563697  0.13
H13 2.316973 3.082194 -4.017055  0.14
H14 1.072233 0.758854 -2.448090  0.14
H15 -0.984803 -0.148715 -5.942665  0.10
H16 2.956164 -0.338050 -3.325509  0.11
C21 -4.199828 -1.603194 5.178117  -0.16
C22 -4.004444 -0.428132 4.244168  -0.80
S1 -4.231271 -0.790391 2.547580  0.57
C23 -3.680482 0.808024 4.671923  -0.82
C24 -3.569289 1.191744 6.124359  -0.16
S2 -3.352456 2.105728 3.550124  0.59
H17 -4.622021 -2.437458 4.620034  0.04
H18 -4.870654 -1.362127 6.006564  0.06
H19 -3.239418 -1.923386 5.594817  0.07
H20 -3.895952 0.391464 6.790023  0.05
H21 -4.172577 2.083604 6.310358  0.06
H22 -2.534771 1.448437 6.370120  0.06
C25 -5.082838 4.209606 -0.998004  -0.03
N9 -3.803257 4.064581 -0.333542  -0.06
C26 -2.931731 5.099716 -0.153738  -0.08
C27 -1.735715 4.919533 0.427671  0.00
C28 -1.318872 3.577973 0.858657  -0.52
O2 -0.179085 3.336768 1.244743  0.00
N10 -2.275605 2.604717 0.732900  0.08
C29 -3.473576 2.824829 0.194686  -0.56
O3 -4.307596 1.895999 0.151693  -0.04
H23 -5.077367 5.118737 -1.597084  0.08
H24 -5.897930 4.246568 -0.273297  0.10
H25 -5.243199 3.343068 -1.635675  0.09
H26 -3.260741 6.064023 -0.520440  0.12
H27 -1.038213 5.733207 0.561924  0.10

Cartesian forces (eV/Å) of the 2 atoms listed first:
Co 0.158 0.111 0.882
C 0.031 0.008 -0.139

Entry 3:
# C10H15N3S

An isolated ion of composition C10H15N3S and charge +2 at a distorted geometry (the ωB97M-V functional and the def2-TZVPD basis, OMol25).

The value obtained for the lowest unoccupied orbital energy is -0.282 hartree. Its total charge is +2. For the largest force on an atom, the calculation gives 4.899 eV Å⁻¹. For the relative energy (zero: lowest compared OMol25 entry of this formula, charge and spin), the calculation gives 0.3 kcal/mol. For the highest occupied orbital energy, the calculation gives -16.35 eV.

Each line ends with the Löwdin charge.
Positions of all 29 atoms, in Å:
C1 4.178284 -0.838652 0.083356  0.02
C2 3.613114 -0.135331 1.197816  -0.01
C3 3.415367 -1.042615 -1.055918  -0.02
C4 2.326764 0.312195 1.255656  0.01
C5 2.063255 -0.747218 -0.967817  -0.02
C6 1.537887 0.019183 0.088546  -0.23
C7 -0.489512 1.527124 -0.035724  -0.55
C8 -2.209573 -0.038292 0.010150  -0.37
C9 -2.944642 -0.366924 1.277534  0.04
C10 -2.976971 -0.285527 -1.316153  0.03
N1 -1.817115 1.407365 0.033274  0.15
N2 0.142725 0.336555 0.002073  -0.05
N3 -0.776856 -0.734135 -0.048849  0.19
S1 0.510908 2.940139 -0.267543  1.03
H1 5.161728 -1.120858 0.018892  0.10
H2 4.338761 -0.097604 1.924752  0.10
H3 3.684168 -1.570780 -1.974396  0.14
H4 1.887161 0.835781 2.087677  0.12
H5 1.360965 -0.903406 -1.785004  0.12
H6 -2.413405 -1.230055 1.730211  0.11
H7 -3.972843 -0.648675 1.009167  0.13
H8 -2.988112 0.401931 1.952370  0.08
H9 -3.283763 -1.322789 -1.376519  0.11
H10 -2.493069 -0.017230 -2.201271  0.08
H11 -3.973112 0.112197 -1.367042  0.11
H12 -2.230172 2.006297 -0.577318  0.13
H13 -0.861821 -1.358121 1.027597  0.30
H14 -0.505260 -1.451030 -0.778995  0.21
H15 -0.284866 4.010485 0.053479  -0.04

Cartesian forces (eV/Å) of the 2 atoms listed first:
C -3.187 1.625 -0.592
C 0.958 -1.653 -2.319